[1]
{"formula": "C11H19NOPRh", "method": "ωB97M-V/def2-TZVPD", "e_homo_ev": [-3.8, -8.0], "s_squared": 6.028, "multiplicity": 5, "gap_ev": [4.593, 6.481], "species": ["Rh", "P", "O", "N", "C", "C", "C", "C", "C", "C", "C", "C", "C", "C", "C", "H", "H", "H", "H", "H", "H", "H", "H", "H", "H", "H", "H", "H", "H", "H", "H", "H", "H", "H"], "positions_angstrom": [[0.126, -1.308, -1.057], [-0.027, -3.165, -1.960], [0.343, 0.653, -0.404], [0.630, -0.670, 1.243], [0.828, 1.959, -4.005], [0.451, 0.596, 0.889], [0.973, -1.187, 2.553], [-0.478, 2.440, -4.312], [-0.747, 1.414, 2.988], [-0.664, 0.223, -3.833], [-0.217, -1.067, 3.479], [-1.416, 1.431, -4.156], [0.731, 0.573, -3.776], [-0.427, 0.341, 4.031], [0.367, 1.621, 1.961], [-2.486, 1.428, -4.277], [1.344, 1.637, 2.450], [1.820, -0.601, 2.911], [-0.347, -4.039, -0.935], [-1.699, 1.166, 2.506], [0.450, 0.618, 4.625], [-0.711, 3.481, -4.525], [-0.870, 2.359, 3.525], [1.519, -0.163, -3.415], [1.759, 2.462, -4.044], [-1.138, -1.395, 2.990], [-1.253, 0.288, 4.752], [0.994, -1.428, 0.587], [-1.074, -0.785, -3.570], [0.937, -3.974, -2.602], [-1.149, -3.450, -2.789], [0.225, 2.570, 1.447], [-0.051, -1.781, 4.297], [1.258, -2.245, 2.427]], "lowdin_spin": [1.94, 0.21, 0.12, 0.13, 0.33, 0.22, 0.02, 0.14, 0.01, 0.39, 0.00, 0.15, 0.03, 0.00, 0.03, 0.00, 0.01, 0.00, 0.01, 0.00, 0.00, 0.00, 0.00, 0.01, 0.02, 0.00, 0.00, 0.10, 0.04, 0.03, 0.03, 0.00, 0.00, 0.01]}



[2]
{"formula": "C11H19NV", "method": "ωB97M-V/def2-TZVPD", "e_homo_ev": [1.5, 2.6], "s_squared": 3.821, "total_charge": -2, "multiplicity": 4, "gap_ev": [4.315, 3.229], "relative_energy_kcal_mol": 90.9, "species": ["V", "N", "C", "C", "C", "C", "C", "C", "C", "C", "C", "C", "C", "H", "H", "H", "H", "H", "H", "H", "H", "H", "H", "H", "H", "H", "H", "H", "H", "H", "H", "H"], "positions_angstrom": [[-0.083, -0.988, 0.311], [0.777, 1.662, -0.544], [0.772, 2.884, -1.203], [-0.535, -2.806, 0.116], [-0.423, -0.538, 2.575], [-0.795, 2.735, -1.097], [-1.536, -2.010, -0.560], [-1.284, 1.844, 2.878], [0.739, -2.558, -0.562], [0.427, 0.933, 4.540], [0.493, -1.648, -1.635], [-0.103, 0.874, 3.081], [-0.889, -1.302, -1.629], [0.708, 1.259, 2.429], [-1.369, -0.568, -2.294], [-0.643, -3.327, 1.046], [-2.229, 1.401, 3.220], [1.052, 2.859, -2.278], [-1.164, 2.787, 3.431], [-2.554, -1.851, -0.225], [-1.405, 2.104, 1.815], [1.281, 3.769, -0.721], [1.265, -1.187, -2.262], [-0.271, 0.447, 5.237], [0.278, -1.315, 2.951], [-1.448, -0.853, 2.848], [-1.350, 3.333, -0.307], [1.695, 1.175, -0.785], [0.605, 1.958, 4.903], [1.379, 0.394, 4.628], [-1.127, 1.631, -1.517], [1.707, -2.895, -0.216]], "lowdin_spin": [1.82, 0.18, 0.05, 0.01, 0.00, 0.61, 0.02, 0.00, 0.01, 0.00, 0.05, 0.00, 0.05, 0.00, 0.01, 0.01, 0.00, 0.02, 0.00, 0.00, 0.00, 0.01, 0.01, 0.00, 0.00, 0.00, 0.06, 0.05, 0.00, 0.00, 0.02, 0.00]}



[3]
{"formula": "C11H20BrN2", "method": "ωB97M-V/def2-TZVPD", "e_homo_ev": -11.8, "total_charge": 1, "smiles": "CCC(=[NH2+])[C@@H](N)/C(C)=C\\C(=C\\Br)CC", "gap_ev": 7.797, "relative_energy_kcal_mol": 3.7, "species": ["Br", "N", "N", "C", "C", "C", "C", "C", "C", "C", "C", "C", "C", "C", "H", "H", "H", "H", "H", "H", "H", "H", "H", "H", "H", "H", "H", "H", "H", "H", "H", "H", "H", "H"], "positions_angstrom": [[3.904, -1.002, -0.228], [-0.044, -0.179, 2.050], [-1.253, -2.496, 1.213], [-2.330, -3.028, -1.420], [2.640, 1.768, 0.534], [2.149, -0.392, -0.550], [3.698, 2.399, -0.382], [-1.048, -0.100, 0.992], [-1.507, -1.479, 0.419], [-0.846, 0.988, -0.066], [1.675, 0.820, -0.169], [0.351, 1.347, -0.560], [-2.049, 1.759, -0.297], [-2.248, -1.609, -0.839], [-1.695, -3.416, 1.050], [3.319, 3.256, -0.960], [-1.999, 0.148, 1.507], [2.316, 2.663, 1.039], [-2.585, 1.473, -1.138], [4.011, 1.523, -1.095], [1.443, -1.157, -0.853], [0.786, 0.380, 2.014], [-1.315, -3.394, -1.610], [-2.697, -3.728, -0.624], [-2.679, 2.115, 0.571], [3.350, 1.168, 1.053], [4.596, 2.831, 0.073], [-0.635, -2.547, 2.105], [-3.106, -1.020, -0.966], [-0.478, 0.083, 2.926], [0.375, 2.226, -1.130], [-1.683, -1.050, -1.542], [-1.588, 2.778, -0.620], [-2.829, -3.126, -2.498]], "nbo_charge": [0.10, -0.85, -0.66, -0.62, -0.50, -0.27, -0.59, -0.14, 0.53, -0.01, -0.07, -0.16, -0.67, -0.54, 0.42, 0.20, 0.24, 0.24, 0.23, 0.21, 0.21, 0.41, 0.22, 0.20, 0.24, 0.24, 0.23, 0.48, 0.29, 0.38, 0.22, 0.28, 0.24, 0.27]}